# 1
Density functional theory data (ωB97M-V/def2-TZVPD) for an isolated molecule of C8H14N2O4 at a distorted geometry.

Geometry as XYZ:
```
28
Properties=species:S:1:pos:R:3:forces:R:3
C -1.01733 0.03148 -0.29705 -0.4358 -1.2783 -1.2440
C 0.78053 -1.20320 -1.43530 -1.1291 3.4363 2.4648
C 0.98587 0.71298 0.49686 1.1229 -1.8399 1.2209
C 1.23402 2.07343 -0.02511 -3.1130 1.1596 2.1157
C 2.67374 -2.39729 -2.33713 4.5692 -0.6393 1.7951
C -3.72927 0.33512 1.28111 -0.4881 0.6205 -3.6845
C 2.05592 -1.49781 -1.38033 -0.0525 -0.1045 -0.2607
C -2.67011 1.35282 0.85346 0.9638 -0.7335 -1.8208
N 0.30967 -0.19341 -0.42004 0.9216 0.5834 0.9970
N 1.26599 0.32496 1.74238 -1.1178 -0.7293 -2.1813
O 1.72948 0.94559 2.70005 -0.0177 -0.0316 -0.0576
O -1.80441 -0.49339 -1.05081 -1.1931 0.1601 -0.1588
O 0.85872 -1.05419 1.94870 0.4185 0.3538 1.4964
O -1.28587 0.84942 0.69999 -1.3710 0.0401 0.6278
H -0.08507 -1.29555 -2.10147 0.7877 -0.9532 0.0634
H 1.66449 2.77701 0.68460 0.5333 -0.3620 -0.1347
H 0.23028 2.57950 -0.32343 1.5302 -1.0854 0.2899
H 1.76458 1.83136 -0.85800 1.9009 0.4589 -2.6779
H 2.92444 -3.41780 -1.88035 -0.6889 1.2121 -0.8172
H 3.74906 -1.96396 -2.58861 -2.3022 -0.8677 -0.1093
H 1.99058 -2.38698 -3.09579 -1.0176 -0.9272 -2.7666
H -3.90765 -0.35160 0.35107 0.4487 0.9243 1.9352
H -3.37156 -0.23458 2.12832 -0.7377 0.1108 0.4561
H -4.65738 1.01077 1.25664 0.9739 -1.3720 1.1416
H 0.91185 -1.20577 2.94518 0.1450 0.7982 -1.6831
H 2.72057 -0.97144 -0.74132 0.0922 0.2365 1.1365
H -2.42341 2.05447 1.61690 -0.6516 0.9773 0.3718
H -2.89771 1.78805 -0.17050 -0.0920 -0.1480 1.4841
```
Forces are in eV/Å.

Results
M ... 202.21 g/mol
DFT total energy ... -723.511652 a.u.
Highest occupied orbital energy ... -8.62 eV
SMILES ... C/C=C/N(C(=O)OCC)/C(C)=[N+](/[O-])O
Orbital gap ... 9.400 eV
Net charge ... 0
F_max ... 4.95 eV/Å
Relative energy (zero: lowest compared OMol25 entry of this formula, charge and spin) ... 150.67 kcal per mole

Mulliken atomic charge list, values in e, 6 entries: C 0.557; C -0.498; C 0.496; C -1.348; C -1.145; C -0.945

# 2
Density functional theory data (ωB97M-V/def2-TZVPD) for an isolated molecule of C19H22F4N2O2S.

Geometry as XYZ:
```
50
Properties=species:S:1:pos:R:3:forces:R:3
C -0.09362 -1.38745 -0.83332 -0.0010 -0.0023 -0.0003
C 0.27947 -0.06429 -0.20920 0.0387 -0.0598 0.0393
F 0.34448 -0.22604 1.17441 0.0007 0.0005 -0.0008
C 1.63288 0.44123 -0.76170 -0.1111 0.1438 -0.0742
O 1.98289 0.05133 -1.85804 0.0004 0.0009 -0.0002
N 2.35256 1.35170 -0.06143 0.1365 -0.1533 0.0556
C 2.31631 1.73379 1.35369 -0.0644 0.0683 -0.0199
C 3.03153 0.72245 2.24545 0.0010 0.0010 0.0003
N 4.46817 0.79906 2.05992 0.0024 0.0010 0.0013
C 5.32146 -0.27978 2.01040 -0.0044 0.0024 0.0003
O 6.52171 -0.12496 2.14708 0.0015 -0.0008 -0.0017
C 4.73672 -1.65360 1.71433 0.0005 -0.0009 0.0026
C 4.36234 -1.74124 0.22854 -0.0018 -0.0034 -0.0017
C 3.67379 -3.05415 -0.11254 0.0007 0.0000 0.0018
S 4.72894 -4.49076 0.18302 -0.0004 0.0006 -0.0004
C 5.13870 -4.13618 1.90930 -0.0002 0.0011 0.0000
C 5.72800 -2.74644 2.10830 -0.0016 -0.0045 -0.0021
C 5.05398 2.07375 2.44296 -0.0016 -0.0006 0.0004
C 4.22783 3.24929 1.98821 0.0001 0.0000 -0.0002
C 4.77317 4.52891 2.09247 -0.0001 -0.0015 -0.0005
C 4.05561 5.64027 1.69448 0.0006 0.0005 0.0001
C 2.77112 5.49051 1.18069 0.0001 0.0010 -0.0006
C 2.22305 4.22707 1.07677 -0.0007 -0.0019 0.0003
C 2.94193 3.10370 1.48363 0.0011 0.0011 0.0008
C -0.81666 0.98504 -0.45414 0.0010 -0.0002 -0.0026
F -2.00335 0.54677 -0.02096 -0.0009 -0.0003 0.0003
F -0.55914 2.13566 0.18865 0.0011 0.0008 0.0015
F -0.91992 1.25762 -1.75709 -0.0002 -0.0004 0.0005
H -0.20066 -1.27608 -1.90888 0.0005 0.0008 0.0001
H 0.70105 -2.10611 -0.64306 0.0000 0.0005 0.0002
H -1.02425 -1.74368 -0.39684 0.0002 0.0005 0.0005
H 3.20418 1.60105 -0.54823 0.0002 0.0001 0.0005
H 1.27937 1.79562 1.67073 -0.0013 -0.0008 -0.0012
H 2.77562 0.94145 3.29080 -0.0009 -0.0003 -0.0002
H 2.66607 -0.27178 2.01603 -0.0003 0.0003 0.0005
H 3.82918 -1.80102 2.30998 0.0002 0.0000 -0.0002
H 3.70742 -0.91339 -0.04632 0.0020 0.0014 -0.0010
H 5.27183 -1.63824 -0.36915 -0.0003 0.0019 0.0000
H 2.75180 -3.16203 0.46837 0.0000 -0.0003 0.0000
H 3.40562 -3.08234 -1.16880 0.0000 0.0000 -0.0004
H 4.24307 -4.26943 2.52281 0.0001 0.0000 0.0002
H 5.85378 -4.90320 2.20587 -0.0002 -0.0001 0.0001
H 6.63931 -2.63740 1.52000 0.0007 0.0014 0.0012
H 6.01009 -2.61852 3.15614 0.0011 0.0015 -0.0002
H 5.17987 2.11507 3.53371 -0.0002 0.0006 0.0003
H 6.05243 2.12722 2.01551 -0.0003 -0.0011 -0.0002
H 5.77668 4.64452 2.48594 0.0001 0.0004 -0.0001
H 4.49545 6.62540 1.77885 0.0008 -0.0004 0.0003
H 2.20475 6.35680 0.86568 -0.0008 -0.0006 -0.0002
H 1.22455 4.09558 0.67616 0.0000 0.0009 -0.0002
```
Forces are in eV/Å.

Results
M ... 418.46 g/mol
DFT total energy ... -1794.939775 a.u.
Highest occupied orbital energy ... -8.60 eV
SMILES ... C[C@@](F)(C(=O)N[C@H]1CN(C(=O)C2CCSCC2)Cc2ccccc21)C(F)(F)F
Orbital gap ... 9.200 eV
Net charge ... 0
F_max ... 0.21 eV/Å
Relative energy (zero: lowest compared OMol25 entry of this formula, charge and spin) ... 8.24 kcal per mole

Mulliken atomic charge list, values in e, 6 entries: C -1.627; C 1.604; F -0.356; C -0.287; O -0.650; N 0.206

# 3
Density functional theory data (ωB97M-V/def2-TZVPD) for an isolated molecule of C3H8ClNO2S at a distorted geometry.

Geometry as XYZ:
```
16
Properties=species:S:1:pos:R:3:forces:R:3
C 2.29050 -1.06341 0.21869 -1.5171 1.5973 -0.8146
C 0.92342 -0.35705 0.48869 0.1539 -2.5739 -1.8900
C -0.21297 -0.65422 -0.47084 -2.4699 1.5562 2.5158
N -1.45592 1.98579 -0.57423 0.4001 -0.2742 -0.0218
O -1.97019 0.61094 1.46415 0.3974 -0.0122 -0.2794
O -3.02871 -0.01024 -0.69829 1.3857 0.8255 0.1925
S -1.88124 0.50848 0.03001 0.7066 -0.9650 -0.0361
Cl -0.94552 -2.16963 -0.17890 -0.0056 -1.7550 -0.1762
H 2.80142 -0.54413 -0.54918 0.3112 0.2528 -1.4471
H 2.37700 -2.10714 0.07202 -0.7310 -1.0890 -0.2968
H 2.92008 -0.84041 0.99976 1.2457 0.3995 2.3901
H 0.98923 0.67052 0.51223 0.7832 2.3895 0.1344
H 0.56331 -0.68487 1.41012 -0.6021 -0.3719 1.7354
H -0.21315 -0.40525 -1.48129 0.6547 0.2225 -1.7488
H -2.04945 2.35195 -1.27562 -0.6976 0.0878 -0.7768
H -1.10782 2.70868 0.03266 -0.0155 -0.2899 0.5193
```
Forces are in eV/Å.

Results
M ... 157.62 g/mol
DFT total energy ... -1182.669304 a.u.
Highest occupied orbital energy ... -9.94 eV
SMILES ... CC[C@@H](Cl)S(N)(=O)=O
Orbital gap ... 10.334 eV
Net charge ... 0
F_max ... 3.85 eV/Å
Relative energy (zero: lowest compared OMol25 entry of this formula, charge and spin) ... 6.47 kcal per mole

Mulliken atomic charge list, values in e, 6 entries: C -1.369; C -0.497; C -0.283; N -0.452; O -0.582; O -0.581

# 4
Density functional theory data (ωB97M-V/def2-TZVPD) for a cluster of 2 separate species, C2H2BrO2S2 in total at a distorted geometry.

Geometry as XYZ:
```
9
Properties=species:S:1:pos:R:3:forces:R:3
C 0.44675 -0.72842 -0.15790 -3.2328 4.2914 -1.9883
C 0.56377 0.80020 0.01780 2.2800 -5.3480 1.5892
O -0.53110 -1.03735 -0.84437 -0.2649 -1.2873 -0.5726
O 1.27223 -1.49642 0.38218 2.9877 0.2472 1.6677
S -0.39377 1.76026 -0.82056 -1.6827 2.5793 -1.8908
S 1.79583 1.17102 1.07237 1.5499 1.1460 1.0808
Br -3.24177 -0.01906 0.01608 -0.0613 0.1705 -0.0333
H -1.85205 0.21424 -0.46907 -0.7937 -0.6034 0.2139
H 1.94012 -0.66447 0.80348 -0.7821 -1.1958 -0.0665
```
Forces are in eV/Å.

Results
M ... 202.07 g/mol
DFT total energy ... -3598.275186 a.u.
Highest occupied orbital energy (alpha / beta) ... -2.34 / -4.74 eV
2S+1 ... 3
Orbital gap (alpha / beta) ... 5.680 / 5.958 eV
Net charge ... -1
F_max ... 6.03 eV/Å
Relative energy (zero: lowest compared OMol25 entry of this formula, charge and spin) ... 8.97 kcal per mole

Mulliken atomic charge list, values in e, 6 entries: C 0.502; C 0.381; O -0.694; O -0.465; S -0.226; S -0.613

# 5
Density functional theory data (ωB97M-V/def2-TZVPD) for a cluster of 2 separate species, C2H4BrN in total at a distorted geometry.

Geometry as XYZ:
```
8
Properties=species:S:1:pos:R:3:forces:R:3
C -0.24008 0.42844 0.07819 2.9871 1.6991 -0.4642
C -1.54233 -0.08948 -0.07710 -0.3140 0.2231 -0.0711
N -0.68870 -0.97941 0.02572 -0.2492 -1.5874 -0.7063
Br 4.47407 -0.00306 0.13886 0.2141 0.1748 -0.4063
H 0.41697 0.88820 -0.74948 -1.2609 -0.9732 1.0251
H 0.15027 0.62860 1.06014 -0.0019 0.7455 0.3191
H -2.56821 0.09423 -0.20520 -1.1448 -0.1069 -0.0977
H 3.84487 -0.47110 1.29888 -0.2304 -0.1752 0.4014
```
Forces are in eV/Å.

Results
M ... 121.96 g/mol
DFT total energy ... -2707.278583 a.u.
Highest occupied orbital energy ... -10.36 eV
SMILES ... C1=NC1.Br
Orbital gap ... 11.248 eV
Net charge ... 0
F_max ... 3.47 eV/Å
Relative energy (zero: lowest compared OMol25 entry of this formula, charge and spin) ... 50.50 kcal per mole

Mulliken atomic charge list, values in e, 6 entries: C -0.139; C -0.092; N -0.382; Br -0.197; H 0.162; H 0.167